57
Properties=species:S:1:pos:R:3:lowdin_charge:R:1 method="wB97M-V/def2-TZVPD" smiles="C[C@H](c1nnc(SCC(=O)Nc2ccc3[nH]c(=O)[nH]c3c2)n1Cc1ccccc1)N(C)C" e_homo_ev=-7.73 lumo_energy_ha=0.0197 homo_lumo_gap_ev=8.264 spin_multiplicity=1 e_above_lowest_kj_mol=0.0 total_charge=0
C 4.698 -1.262 -0.303 -0.041
H 4.932 -2.127 -0.916 0.083
H 4.429 -0.444 -0.963 0.072
H 5.578 -0.991 0.275 0.075
C 3.532 -1.600 0.633 -0.313
C 2.311 -1.910 -0.171 -0.272
N 2.172 -1.738 -1.454 0.090
N 0.950 -2.167 -1.812 0.005
C 0.351 -2.596 -0.728 -0.605
N 1.168 -2.454 0.353 0.015
C 0.795 -2.645 1.733 -0.085
C -0.465 -1.873 2.046 -0.252
C -0.577 -0.545 1.652 -0.030
C -1.740 0.162 1.897 -0.065
C -2.800 -0.451 2.541 -0.074
C -2.690 -1.769 2.947 -0.076
C -1.528 -2.479 2.699 -0.068
H -1.452 -3.513 3.002 0.111
H -3.515 -2.253 3.448 0.104
H -3.713 0.097 2.722 0.104
H -1.816 1.190 1.576 0.098
H 0.245 -0.064 1.143 0.103
H 0.643 -3.712 1.924 0.133
H 1.622 -2.274 2.344 0.125
S -1.250 -3.268 -0.634 1.033
C -2.010 -2.451 -2.082 -0.330
C -2.169 -0.969 -1.766 -0.542
O -3.182 -0.525 -1.273 0.059
N -1.056 -0.259 -2.074 0.126
C -0.741 1.054 -1.710 -0.220
C -1.690 1.926 -1.179 0.050
C -1.257 3.188 -0.830 -0.183
C 0.079 3.590 -1.003 -0.195
C 1.014 2.726 -1.538 -0.017
C 0.587 1.456 -1.888 -0.044
H 1.293 0.752 -2.305 0.102
H 2.041 3.024 -1.678 0.113
N 0.163 4.891 -0.554 0.176
C -1.067 5.329 -0.109 -0.528
O -1.335 6.415 0.343 0.062
N -1.925 4.261 -0.282 0.183
H -2.904 4.295 -0.055 0.167
H 0.985 5.470 -0.557 0.164
H -2.711 1.611 -1.046 0.109
H -0.262 -0.794 -2.430 0.097
H -2.988 -2.918 -2.185 0.086
H -1.383 -2.647 -2.949 0.080
N 3.187 -0.580 1.623 -0.248
C 4.118 -0.504 2.729 -0.094
H 4.257 -1.495 3.161 0.085
H 3.691 0.149 3.490 0.088
H 5.101 -0.103 2.445 0.084
C 2.946 0.729 1.049 -0.093
H 2.414 1.336 1.783 0.092
H 3.872 1.253 0.775 0.090
H 2.327 0.632 0.159 0.061
H 3.790 -2.506 1.201 0.149